<a>
Below is 2 unconnected molecules or ions with the total composition C3H7O2S, with properties calculated with wB97M-V/def2-TZVPD.

```
! RIJCOSX wB97M-V def2-TZVPD def2/J DEFGRID3
* xyz -1 1
O 2.47576 -0.72820 1.37082
C 1.41536 -0.56976 0.81252
C 0.47400 0.50691 1.12894
C -0.21361 1.31336 -0.02470
S -1.87412 0.70716 -0.43445
H 1.04566 -1.20405 -0.02063
H 0.87103 1.20546 1.87531
H -0.44505 0.14266 1.62546
H 0.47513 1.31632 -0.88382
H -0.29922 2.32958 0.35691
H -1.92973 -1.65046 -1.51925
H -0.61125 -1.43000 -2.03560
O -1.38397 -1.93900 -2.25151
*
```

Frontier orbital gap ... 0.2555 hartree
E_HOMO ... -3.0 eV
LUMO level ... 3.9075 eV

---

<b>
Below is 2 unconnected molecules or ions with the total composition C3H7O2S, with properties calculated with wB97M-V/def2-TZVPD.

```
! RIJCOSX wB97M-V def2-TZVPD def2/J DEFGRID3
* xyz -1 1
C 2.82151 1.36849 0.35065
S 1.06466 1.95379 0.26873
C 0.24481 0.46607 0.91145
H 3.00559 0.86721 1.37407
H 3.05889 0.72848 -0.46222
H 3.54599 2.22379 0.23733
H 0.96176 -0.42385 0.99913
H -0.49116 0.28228 0.08998
H -0.37005 0.79882 1.76213
O -2.86908 -2.57615 -1.29331
C -1.97087 -1.72406 -0.84388
O -1.05230 -1.88089 0.11553
H -1.94719 -0.74409 -1.38712
*
```

Frontier orbital gap ... 0.2700 hartree
E_HOMO ... -4.2 eV
LUMO level ... 3.1440 eV

---

So which one wins? Going from most stable to least: <a>, <b>.